Density functional theory data (wB97M-V/def2-TZVPD) for a structure of composition CH3IO3S in a non-equilibrium geometry.

Computed properties:
multiplicity = 1
net charge = 0
HOMO-LUMO gap (alpha / beta) = 8.22 / 6.79 eV
molecular weight = 222.00 g/mol
largest force on an atom = 4.1 eV Å⁻¹
energy relative to the best compared isomer or geometry (same formula, charge and spin) = 80.5 kcal/mol
electronic energy = -26159.24003 eV
E_HOMO (alpha / beta) = -9.36 / -8.82 eV
E_LUMO (alpha / beta) = -1.14 / -2.03 eV

Each line ends with the Mulliken charge.
Geometry (Å):
C -1.177530 0.311387 -0.160221  -0.454
O 1.033054 -0.897986 1.489028  -0.430
O -0.915889 -1.027617 -0.221047  -0.259
O 1.959681 0.371257 -1.254524  -0.572
S 0.489235 -1.666020 0.388546  0.529
I 2.567895 0.994331 0.441374  0.469
H -0.291797 0.832756 -0.435155  0.254
H -1.719701 0.771975 0.703761  0.231
H -1.944949 0.309915 -0.951762  0.233

Atomic forces in eV per Å
C -2.35 1.80 -0.98
O -0.19 0.36 1.04
O 1.69 -3.33 1.79
O 0.18 0.11 1.62
S -1.30 -0.36 -1.71
I 0.26 0.33 -1.49
H 0.44 0.94 -0.26
H 0.91 -0.97 0.04
H 0.36 1.12 -0.05

Density functional theory data (wB97M-V/def2-TZVPD) for a cluster of 12 separate species, C23H61N7O10 in total in a non-equilibrium geometry.

Computed properties:
multiplicity = 1
net charge = +6
HOMO-LUMO gap = 0.86 eV
molecular weight = 595.78 g/mol
largest force on an atom = 6.5 eV Å⁻¹
electronic energy = -55669.63890 eV
E_HOMO = -12.29 eV
E_LUMO = -11.43 eV

Each line ends with the Mulliken charge.
Geometry (Å):
C 1.943946 -4.562767 4.172947  -1.365
C 3.280772 -5.079180 4.675116  0.139
C 3.783219 -4.329758 5.897697  -0.786
O 4.912820 -4.916358 6.379095  -0.353
C 5.602853 -4.113627 7.324427  -0.708
N 3.290916 -6.517223 4.967680  -0.217
H 4.231669 -6.922981 4.824406  0.384
H 3.082010 -6.778481 5.939145  0.348
H 2.669059 -6.946953 4.278329  0.355
H 1.735658 -5.081502 3.303078  0.488
H 2.076739 -3.482057 3.964737  0.372
H 1.111993 -4.632189 4.916843  0.360
H 4.116305 -4.969991 4.010747  0.273
H 2.925034 -4.411816 6.690734  0.343
H 3.969398 -3.253941 5.685425  0.468
H 6.422024 -3.482858 6.861714  0.287
H 5.946896 -4.772091 8.145102  0.271
H 4.893351 -3.304378 7.652154  0.328
C -4.357473 6.091739 -7.640963  -1.001
C -3.084286 6.905481 -7.650392  0.669
O -1.971525 6.652170 -7.285455  -0.410
N -3.214141 8.440193 -7.981472  -0.298
H -4.120170 8.836085 -8.235085  0.382
H -2.879867 8.929905 -7.108092  0.388
C -2.190629 8.899619 -9.081242  -0.845
H -4.805581 6.180236 -6.671125  0.333
H -4.190485 5.036672 -7.943659  0.310
H -5.084972 6.528604 -8.301736  0.365
H -1.217997 8.550997 -8.828840  0.340
H -2.329441 9.951486 -9.144623  0.381
H -2.628106 8.484595 -9.955307  0.387
C 8.688835 -4.193003 -10.704756  -0.910
C 9.557592 -3.082902 -10.154547  0.543
O 9.891643 -2.036177 -10.569555  -0.333
N 10.049095 -3.367459 -8.642994  -0.245
H 10.569503 -4.237686 -8.619665  0.358
H 10.650617 -2.629489 -8.288944  0.364
C 8.878909 -3.614592 -7.578327  -0.824
H 9.244369 -5.038395 -11.040728  0.343
H 8.054854 -3.736409 -11.437337  0.307
H 8.130131 -4.569738 -9.831910  0.282
H 9.188930 -3.997235 -6.583636  0.339
H 8.295403 -4.392757 -7.986469  0.343
H 8.287576 -2.742665 -7.484956  0.365
C 5.177058 5.060598 2.762469  -1.105
C 6.644689 5.172602 3.096848  0.696
O 7.533718 4.415900 3.150699  -0.325
N 6.969969 6.675093 3.678533  -0.259
H 7.197674 7.311002 3.009092  0.297
H 6.088118 7.035837 4.202777  0.408
C 8.160998 6.530649 4.605535  -0.854
H 5.159858 4.076733 2.301941  0.328
H 4.677497 5.884853 2.233744  0.378
H 4.736636 4.948885 3.747067  0.364
H 8.999233 6.120039 4.023887  0.367
H 7.939894 5.881433 5.401148  0.377
H 8.595539 7.496814 5.010407  0.328
C -2.591068 -4.143921 -4.527092  -1.102
C -2.958860 -5.124224 -3.439335  0.549
O -2.357794 -5.611871 -2.558665  -0.371
N -4.470123 -5.399839 -3.511943  -0.357
H -4.913604 -4.454706 -3.459719  0.469
H -4.711959 -5.752993 -4.458178  0.414
C -5.048050 -6.471658 -2.515725  -0.688
H -3.266561 -4.274814 -5.402404  0.344
H -1.531925 -4.072354 -4.879415  0.326
H -2.912815 -3.162833 -4.116005  0.402
H -6.160707 -6.372925 -2.466900  0.339
H -4.599542 -6.190424 -1.527524  0.311
H -4.714218 -7.404557 -2.906896  0.321
C -8.673001 -7.842326 6.370109  -0.615
C -8.054894 -6.820543 7.243780  0.668
O -7.576334 -6.114874 8.043104  -0.056
N -8.072598 -5.014553 -1.655739  -0.328
H 9.680554 -2.308715 4.089216  -0.174
H -5.863711 0.394357 3.726486  0.373
C -8.580748 -4.574739 -0.726601  0.057
H -9.068162 -7.187507 5.549039  0.304
H -9.541210 -8.355943 6.840195  0.347
H -7.941266 -8.533629 5.934519  0.334
H -8.533118 -4.545362 0.391998  0.235
H 11.005191 0.833645 -7.937636  -0.152
H -5.281305 0.071127 -2.747690  -0.489
C -8.369756 4.995852 6.302858  -1.136
C -7.015954 5.624862 6.144019  0.728
O -6.238428 5.908320 6.944884  -0.319
N -6.627939 5.797247 4.521530  -0.221
H -5.911744 5.091644 4.319360  0.359
H -7.455905 5.544641 3.931131  0.405
C -6.098412 7.103197 4.075830  -0.806
H -9.127420 5.656055 5.834011  0.376
H -8.640525 4.851790 7.354092  0.340
H -8.388681 4.058285 5.735843  0.337
H -5.638593 6.912332 3.122404  0.367
H -5.290227 7.561241 4.724731  0.320
H -6.959756 7.853231 3.978632  0.340
O -3.750847 1.455033 4.477773  -0.493
C -4.931349 2.158549 4.140402  0.681
O -5.005243 3.340409 4.358527  -0.588
O -5.926682 1.412061 3.586539  -0.442
H -3.173070 2.209840 4.934719  0.374

Atomic forces in eV per Å
C 0.62 1.30 2.02
C 0.97 1.87 1.05
C -2.40 0.61 1.39
O 0.96 -1.04 -0.34
C 0.17 1.77 0.39
N 0.46 -1.48 -0.11
H -0.28 0.33 0.00
H -0.53 0.18 -0.17
H -0.05 -0.53 0.51
H -0.95 -0.78 -1.94
H -0.14 -0.67 -0.11
H 0.77 -0.22 -0.50
H -0.05 0.21 -1.18
H 1.17 0.47 -0.96
H -0.47 -0.55 -0.22
H -0.49 -1.28 0.28
H -0.10 0.70 -0.49
H 0.53 -0.99 0.46
C 0.76 0.01 -1.12
C 1.33 0.02 1.17
O -1.83 -0.13 -0.81
N 1.58 0.98 0.60
H -0.19 -0.39 0.11
H -0.66 -0.66 -0.87
C -2.16 -0.65 0.85
H -0.01 -0.21 0.82
H 0.11 0.74 0.47
H -0.26 0.15 -0.54
H 0.59 -0.17 0.14
H 0.40 0.93 0.09
H 0.28 -0.52 -1.04
C 0.11 0.91 2.04
C 0.23 0.47 0.18
O -0.28 -0.73 0.06
N -1.85 -1.01 1.78
H 0.43 -0.16 -0.17
H 0.20 0.48 -0.33
C 1.59 -0.35 -0.46
H 0.65 -0.40 -0.66
H -0.32 -0.12 -0.53
H -0.24 0.15 -0.74
H 0.63 0.62 -0.80
H -0.69 -0.75 -0.48
H -0.30 1.02 0.00
C 1.21 -0.76 0.30
C -0.28 1.44 0.02
O -0.64 0.11 -0.30
N -1.58 -2.28 4.46
H 0.64 2.31 -2.85
H 1.95 -0.64 -1.09
C 1.72 1.85 -0.73
H -0.71 0.13 -0.45
H 0.58 -0.36 0.00
H -0.45 0.01 0.28
H -0.55 -0.09 0.07
H -0.47 -0.79 0.92
H -1.24 -0.80 -0.58
C -0.43 0.50 -0.46
C 0.27 0.36 -0.87
O 0.29 -0.16 0.22
N -1.46 -0.60 -0.19
H -0.12 -0.79 0.26
H 0.27 0.41 0.45
C 0.09 2.53 0.65
H 0.60 -0.08 0.44
H -0.93 -0.41 0.76
H 0.36 -0.20 -0.14
H 1.02 0.01 -0.31
H -0.42 -0.66 -0.95
H 0.20 -0.70 0.05
C -0.42 1.74 -0.55
C 2.13 1.78 4.57
O -2.69 -3.60 -4.75
N -0.33 0.31 -0.73
H -0.09 0.01 -0.03
H 0.45 2.66 -0.28
C 1.36 -0.89 2.26
H 0.07 -0.65 0.29
H 0.64 0.39 0.18
H 0.12 0.18 0.41
H -0.95 0.59 -1.59
H -0.08 -0.18 0.04
H 0.14 -0.27 0.05
C -0.36 0.55 -0.73
C -1.53 -0.95 -1.00
O 1.36 0.74 0.27
N -0.72 -0.34 0.62
H -0.08 -0.42 0.28
H 0.81 0.26 0.73
C -0.38 2.19 0.43
H 0.32 -0.27 0.22
H 0.35 0.01 -0.29
H -0.01 0.02 0.21
H 0.01 0.23 -0.53
H -1.18 -0.98 -0.30
H 1.35 -1.12 0.11
O -0.85 3.11 0.55
C 1.36 -1.83 0.51
O -0.57 -0.21 -0.46
O 1.20 -1.13 1.07
H -1.67 -2.39 -1.38

Density functional theory data (wB97M-V/def2-TZVPD) for a cluster of 9 separate species, C19H56O9 in total in a non-equilibrium geometry.

Computed properties:
multiplicity = 1
net charge = 0
HOMO-LUMO gap = 10.08 eV
molecular weight = 428.65 g/mol
largest force on an atom = 3.0 eV Å⁻¹
energy relative to the best compared isomer or geometry (same formula, charge and spin) = 100.5 kcal/mol
electronic energy = -39035.45007 eV
SMILES = CC(C)O.CC(C)O.CC(C)O.CC(C)O.CC(C)O.CO.CO.CO.CO
E_HOMO = -9.86 eV
E_LUMO = 0.22 eV

Each line ends with the Mulliken charge.
Geometry (Å):
C -1.126194 -4.037564 -2.592660  -0.907
C -2.577524 -4.338334 -2.670340  0.793
C -3.250854 -3.681034 -3.878230  -1.237
O -2.847404 -5.725954 -2.771640  -0.573
H -0.662324 -3.931124 -3.573270  0.393
H -0.601694 -4.693734 -1.898090  0.375
H -0.859594 -3.030664 -2.271440  -0.113
H -3.039264 -4.009144 -1.739460  0.057
H -2.928484 -4.018634 -4.863220  0.365
H -2.977884 -2.626174 -3.848700  0.180
H -4.334264 -3.787774 -3.824190  0.331
H -3.602334 -5.863914 -2.194880  0.360
C -4.699204 -2.511604 2.344930  -1.442
C -3.212424 -2.069664 2.295630  0.646
C -2.321844 -3.307804 2.316910  -1.160
O -2.888714 -1.237284 1.155930  -0.365
H -4.917634 -3.192654 1.522400  0.316
H -5.364634 -1.655184 2.236070  0.390
H -4.820544 -3.178694 3.198370  0.396
H -2.988624 -1.511704 3.204850  0.164
H -2.104084 -3.705144 1.325540  0.176
H -2.694014 -4.112594 2.950860  0.412
H -1.376924 -2.965324 2.738730  0.262
H -3.513504 -0.509274 1.120610  0.156
C 1.216306 -0.884704 -1.414280  -1.215
C 0.187706 -1.203974 -0.279210  0.601
C 0.556436 -0.373524 0.961830  -0.385
O -1.091204 -0.703204 -0.723080  -0.225
H 2.175576 -1.364644 -1.220530  0.492
H 1.341326 0.184186 -1.587350  0.009
H 0.852626 -1.336694 -2.337070  0.328
H 0.181786 -2.287354 -0.159430  0.397
H -0.297554 -0.350454 1.638790  0.012
H 0.793426 0.687036 0.877270  -0.516
H 1.381186 -0.793234 1.537790  0.278
H -1.734744 -0.979584 -0.066520  0.276
C 3.690076 1.838306 2.256320  -1.257
C 2.774136 3.008626 1.887750  1.343
C 2.554216 3.996466 3.108630  -1.224
O 3.419996 3.693676 0.814100  -0.616
H 4.614246 2.271316 2.639090  0.430
H 3.983706 1.202466 1.421090  0.325
H 3.281206 1.152046 2.997920  0.202
H 1.855996 2.539556 1.534060  -0.499
H 1.950476 3.557336 3.902830  0.225
H 1.991996 4.885096 2.821670  0.350
H 3.561956 4.278166 3.413930  0.379
H 2.764456 4.323756 0.506090  0.360
C 1.135786 3.003756 -5.220210  -1.086
C 1.634276 3.852446 -4.053850  0.602
C 2.251696 2.915616 -3.002250  -0.970
O 2.738116 4.650636 -4.516460  -0.534
H 0.403946 2.294096 -4.834310  0.131
H 1.873846 2.331206 -5.657300  0.342
H 0.766846 3.701596 -5.971870  0.379
H 0.895356 4.522236 -3.613980  0.160
H 2.979306 2.240916 -3.453320  0.365
H 1.549076 2.254476 -2.494990  -0.061
H 2.846406 3.384846 -2.218520  0.332
H 2.429986 5.059486 -5.328550  0.309
C -2.007634 1.142186 -3.231670  -0.786
O -1.264164 1.750606 -2.154180  -0.533
H -1.614924 0.164956 -3.512570  0.223
H -3.041414 1.003626 -2.915130  0.291
H -2.067584 1.841076 -4.065960  0.366
H -1.013294 0.991606 -1.622600  0.317
C 0.620116 0.535626 4.782170  0.141
O 0.981846 -0.069684 6.044450  -0.574
H 0.276216 -0.218034 4.073780  0.011
H -0.061814 1.362656 4.979870  0.263
H 1.499616 1.000216 4.336360  -0.153
H 0.228186 -0.431914 6.516030  0.298
C 3.913306 -2.283434 2.079050  -0.362
O 3.297136 -3.556914 1.913600  -0.506
H 3.366976 -1.515234 1.531780  -0.036
H 3.871976 -1.955804 3.117830  0.287
H 4.923846 -2.189584 1.681420  0.392
H 3.512806 -3.933874 1.057450  0.280
C -1.642364 2.858346 1.564250  -0.140
O -0.777394 3.553846 2.381870  -0.433
H -1.063474 2.078826 1.068930  -0.200
H -2.429404 2.370026 2.138900  0.272
H -2.033174 3.534116 0.803530  0.302
H -1.275374 4.115796 2.980070  0.262

Atomic forces in eV per Å
C 1.47 0.76 -0.17
C -1.04 0.30 -0.81
C 0.15 0.97 0.49
O 0.27 -0.76 0.42
H 0.15 -1.14 -0.28
H 0.09 -0.28 -0.39
H -0.86 0.30 0.66
H -0.18 0.44 0.02
H 0.27 -0.53 0.28
H -0.34 0.32 -0.04
H 0.00 0.08 0.01
H 0.00 -0.41 -0.15
C 1.04 -0.08 -0.93
C -1.01 -0.87 0.11
C 0.88 0.75 -0.10
O -0.38 -0.77 0.66
H 0.14 0.16 -0.44
H -0.25 -0.17 0.59
H -0.38 0.71 0.45
H -0.09 0.26 0.04
H -0.25 0.04 -0.10
H -0.19 0.20 -0.03
H 0.30 -0.38 -0.07
H -0.11 0.14 0.04
C -0.88 -0.80 0.21
C 1.07 2.60 -1.07
C -0.19 -0.86 1.21
O 1.01 -0.52 -0.77
H 0.09 0.20 0.24
H -0.01 -0.04 0.21
H -0.07 0.06 -0.16
H -0.20 0.02 0.52
H -0.17 -0.30 0.17
H 0.06 -0.05 -1.06
H 0.07 -0.24 -0.08
H -0.41 -0.08 0.32
C 0.49 0.35 0.23
C 0.18 -0.32 0.88
C 0.00 -0.97 -1.34
O -0.36 -0.09 0.26
H 0.15 -0.15 0.21
H -0.27 0.28 -0.38
H -0.19 0.30 0.20
H -0.47 0.47 0.01
H 0.37 -0.29 0.12
H 0.14 0.05 -0.34
H -0.17 0.10 0.38
H 0.11 0.25 -0.28
C -0.49 0.15 0.63
C 1.93 -1.32 0.29
C 0.28 -0.30 0.42
O -0.25 0.16 0.05
H -0.66 0.37 -0.24
H 0.55 0.52 0.10
H -0.45 -0.44 -0.28
H -0.37 -0.25 -0.10
H -0.03 0.04 -0.51
H -0.45 0.28 -0.15
H -0.28 0.58 -0.02
H 0.19 0.23 -0.14
C -0.32 0.70 0.73
O -0.24 -0.26 -1.11
H 0.21 0.13 -0.18
H -0.20 -0.21 0.08
H 0.41 -0.13 -0.09
H 0.08 -0.24 0.62
C 0.20 -0.14 1.01
O 0.62 0.26 -0.58
H -0.42 0.16 0.00
H -0.43 -0.19 -0.40
H 0.22 -0.21 0.32
H -0.23 0.14 -0.36
C -0.40 0.60 -0.64
O 0.21 0.16 0.47
H -0.28 0.07 -0.15
H 0.13 -0.52 0.07
H 0.26 -0.50 0.28
H 0.12 0.20 -0.04
C -0.38 -0.50 -0.86
O 1.20 0.67 1.25
H -0.09 0.02 -0.10
H -0.32 -0.02 -0.10
H -0.42 -0.25 -0.19
H 0.02 0.06 -0.04